(1)
Below is C27H28Cr2N5O4 as an isolated structure, with properties calculated with wB97M-V/def2-TZVPD.

```
66
Properties=species:S:1:pos:R:3:forces:R:3:nbo_charge:R:1
Cr 3.04410 -2.11365 1.07513 -0.96 -1.98 -0.22 1.520
Cr 0.16137 -3.92047 1.05519 2.94 0.17 -0.12 1.525
C 0.02523 -0.54671 1.04623 1.57 -0.19 -0.21 -0.226
O 0.87621 -1.66879 1.14834 -0.32 -1.55 0.18 -1.038
H -0.50573 -0.33574 1.97449 -0.19 0.05 0.02 0.170
H 0.66127 0.29765 0.78051 -0.07 0.54 0.33 0.165
H -0.63682 -0.59719 0.18180 -0.58 -0.38 -0.13 0.115
C 2.58505 -4.60775 1.90426 -3.80 4.68 0.59 0.987
O 1.49722 -4.94922 2.31267 -6.69 -6.36 4.83 -0.784
O 3.14713 -3.70829 2.45825 8.40 4.63 7.92 -0.744
O 2.40092 -4.15463 0.79229 -0.15 0.82 -14.89 -0.876
N 2.48754 5.06273 -1.74758 -0.71 -1.30 -0.70 -0.392
C 1.73362 3.93835 -1.98702 -0.44 0.86 2.89 0.017
C 1.23129 3.16981 -0.89656 1.16 0.90 0.04 -0.288
C 1.66994 3.47499 0.40994 -0.61 0.24 -0.94 -0.194
C 2.49503 4.56460 0.59421 -0.18 0.20 0.27 -0.241
C 2.83389 5.35701 -0.49128 -0.26 -0.70 -0.66 0.050
H 1.28016 3.74568 -2.94808 0.60 0.28 -0.46 0.196
H 0.47555 2.40709 -1.01287 0.01 -0.19 -0.35 0.194
H 1.22526 2.99361 1.26839 0.16 -0.32 0.09 0.217
H 2.76954 4.90438 1.58193 0.09 -0.16 0.12 0.233
H 3.36535 6.28033 -0.31397 0.16 0.09 -0.26 0.211
N -4.40174 1.56382 0.00922 -1.93 -3.80 -0.67 0.069
C -5.70554 1.64244 -0.26804 0.97 -0.28 -0.08 0.029
C -6.43338 0.43450 -0.57011 0.34 1.71 0.61 -0.174
C -5.83640 -0.79744 -0.46763 0.85 1.00 -0.10 -0.111
C -4.47557 -0.81009 -0.14292 0.90 0.62 0.59 -0.194
C -3.72382 0.36792 0.09008 -1.34 1.73 -0.20 -0.008
H -6.15512 2.62434 -0.25593 -0.25 0.09 -0.02 0.289
H -7.48623 0.58039 -0.76145 -0.06 -0.06 -0.12 0.280
H -6.40917 -1.68614 -0.68796 0.13 -0.19 0.16 0.281
H -3.93955 -1.73592 0.00513 0.08 -0.08 -0.20 0.259
H -2.67101 0.50288 0.28953 0.18 -0.65 0.09 0.276
N 3.11051 -1.40281 -1.12401 0.07 0.83 -1.66 -0.559
C 2.81536 -0.20139 -1.74131 -1.07 -1.17 -0.67 0.046
C 2.62219 -0.05739 -3.14016 0.28 -1.32 0.83 -0.240
C 2.76517 -1.19862 -3.99468 -0.12 0.65 1.07 -0.126
C 3.14829 -2.37965 -3.40675 0.40 0.41 1.96 -0.256
C 3.32518 -2.40255 -1.99875 0.31 -0.43 -0.14 0.061
H 2.48638 0.58844 -1.08226 0.47 0.32 0.02 0.219
H 2.30353 0.91439 -3.48730 0.09 -0.02 -0.19 0.246
H 2.55534 -1.26263 -5.05216 0.01 0.78 -0.14 0.239
H 3.33591 -3.29584 -3.94691 -0.03 0.08 -0.11 0.242
H 3.68486 -3.31524 -1.54706 -0.15 -0.29 0.06 0.215
N 0.97295 3.07694 5.15365 -0.36 -0.93 -0.23 -0.405
C 0.06048 4.05170 5.13981 0.07 -0.72 0.27 0.043
C -1.28879 3.80013 4.97351 -0.64 -0.50 -0.23 -0.258
C -1.72339 2.49122 4.80546 0.30 -0.75 -0.02 -0.177
C -0.79611 1.43646 4.80655 0.44 1.34 0.07 -0.276
C 0.53584 1.79813 4.98519 -0.04 1.04 -0.18 0.028
H 0.37671 5.06753 5.32551 0.36 0.05 -0.09 0.207
H -2.00889 4.60499 4.96693 0.03 0.11 0.07 0.226
H -2.76832 2.24428 4.68909 -0.20 0.23 0.01 0.208
H -1.03013 0.39129 4.66778 -0.31 0.02 0.08 0.214
H 1.27922 1.01563 4.94655 0.34 0.09 0.20 0.192
N -0.28312 -3.64430 -1.05750 -0.48 0.39 -3.40 -0.566
C -1.12091 -2.79505 -1.75048 0.65 -0.32 0.66 0.061
C -1.18589 -2.64781 -3.14218 0.81 0.12 0.27 -0.261
C -0.30101 -3.32941 -3.98340 0.01 -1.27 1.74 -0.101
C 0.55808 -4.25639 -3.32840 -1.71 1.14 -0.58 -0.231
C 0.49277 -4.35976 -1.94873 0.63 -0.08 1.27 0.046
H -1.71265 -2.13747 -1.13095 -0.23 -0.08 0.06 0.184
H -1.84830 -1.90688 -3.56482 -0.20 -0.03 0.13 0.238
H -0.35274 -3.23501 -5.05802 0.15 0.10 -0.02 0.248
H 1.18291 -4.92053 -3.90711 0.22 0.04 0.21 0.253
H 1.22268 -5.01272 -1.49347 -0.09 -0.25 0.29 0.232
```
Positions in Å, forces in eV/Å.

Computed properties:
**LUMO (spin up / spin down)**: -7.12 / -10.75 eV
**M**: 590.54 g/mol
**Kohn-Sham gap (spin up / spin down)**: 6.017 / 2.645 eV
**Total charge**: +2
**Electronic energy**: -100914.0254 eV
**HOMO energy (spin up / spin down)**: -0.4828 / -0.4923 Eh
**Multiplicity**: 10


(2)
Below is a 2-piece molecular cluster, C46H61N2O overall, with properties calculated with wB97M-V/def2-TZVPD.

```
110
Properties=species:S:1:pos:R:3:forces:R:3:lowdin_charge:R:1
C -5.00223 -2.65216 3.86362 -0.55 0.38 -0.20 0.043
O -3.60042 -2.94935 3.52370 1.59 -0.11 0.49 -0.069
C -2.52429 -2.83238 4.26028 -1.91 -0.54 1.10 0.058
C -2.07516 -3.91692 5.07850 -0.13 -0.32 0.02 -0.171
C -1.51779 -3.65723 6.37052 0.72 -0.22 -0.59 0.018
C -0.95503 -4.71441 7.10089 -0.12 0.47 -0.11 -0.032
C -0.93898 -6.01836 6.55868 -0.12 0.77 -0.34 -0.005
C -1.63626 -6.29664 5.36328 0.24 0.21 -0.07 -0.031
C -2.21941 -5.26503 4.62967 0.08 0.07 0.47 0.026
H -5.57116 -3.22027 3.12877 0.12 0.08 0.12 0.104
H -5.29839 -2.96613 4.88031 0.67 0.02 -0.41 0.114
H -5.18220 -1.57659 3.70938 0.22 -0.41 0.14 0.102
H -2.01944 -1.85725 4.33227 -0.22 -0.10 -0.24 0.164
H -1.52163 -2.61372 6.71638 0.24 -0.62 0.06 0.133
H -0.46433 -4.50494 8.06811 -0.41 -0.18 -0.67 0.129
H -0.31762 -6.78352 7.03752 -0.55 0.20 -0.11 0.129
H -1.63890 -7.31777 4.97623 -0.09 0.38 0.11 0.123
H -2.72636 -5.44295 3.68235 0.23 -0.07 0.19 0.132
C -0.87909 1.40133 2.16979 0.68 0.28 -0.10 -0.061
C -2.28122 1.52289 1.59774 0.49 -0.40 0.12 -0.514
C -3.20256 1.58492 2.82020 -0.33 0.08 0.03 -0.075
C -2.42897 2.87002 0.88963 -0.16 0.08 -0.40 -0.031
C -2.62794 0.34110 0.63400 0.16 0.49 0.22 -0.077
C -3.48243 -0.63784 1.13859 -0.30 0.10 -0.08 -0.060
C -4.33188 -1.32843 0.28649 0.20 0.06 -0.34 -0.059
C -4.15772 -1.18139 -1.08126 -0.18 -0.34 0.16 -0.039
C -2.99319 -0.60153 -1.59770 0.10 0.17 -0.47 -0.056
C -2.71276 -0.96226 -3.09665 -0.13 0.18 0.16 -0.521
C -1.24382 -1.01354 -3.47036 0.49 0.30 -0.13 -0.060
C -3.46681 -0.00681 -4.03140 -0.15 0.16 -0.12 -0.036
C -3.19059 -2.37884 -3.43657 -0.27 -0.37 0.00 -0.073
C -2.24106 0.24765 -0.74083 0.30 -0.32 0.03 -0.075
N -1.05048 0.93143 -1.20417 -0.77 0.48 -0.31 -0.006
C -1.07511 1.93999 -2.25816 -0.75 0.32 -0.05 -0.120
C 0.37976 2.13421 -2.62567 0.92 0.00 -0.28 -0.096
N 1.13229 1.40903 -1.58317 -0.16 0.23 0.11 0.002
C 2.57197 1.66620 -1.50914 0.33 0.22 -0.48 -0.062
C 3.01977 2.92205 -0.98973 -0.33 0.33 0.10 -0.072
C 2.16297 4.10473 -0.41216 0.14 -0.06 -0.06 -0.513
C 2.92850 4.84747 0.69803 0.16 0.14 0.19 -0.071
C 0.85018 3.72739 0.25209 -0.60 -0.03 -0.04 -0.056
C 1.92779 5.14883 -1.51925 0.02 0.08 -0.21 -0.035
C 4.37875 3.23891 -1.05010 0.24 -0.02 0.10 -0.047
C 5.32598 2.34239 -1.50204 -0.19 -0.13 0.01 -0.051
C 4.89174 1.17774 -2.10073 0.10 0.25 0.08 -0.044
C 3.54111 0.83869 -2.16983 -0.35 -0.20 -0.22 -0.067
C 3.29535 -0.36149 -3.12920 0.06 -0.13 0.10 -0.526
C 4.34345 -1.47328 -2.95595 0.27 -0.15 0.08 -0.054
C 3.42465 0.15257 -4.57386 -0.03 0.24 -0.06 -0.034
C 1.95746 -1.03033 -2.93877 -0.54 -0.18 -0.08 -0.059
C 0.25330 0.62408 -0.83251 0.52 -2.28 1.19 -0.234
C 0.46024 -0.44561 0.05262 -0.42 1.40 -1.47 -0.046
C 1.76160 -0.82494 0.55576 0.24 0.04 0.66 -0.246
C 2.59748 0.19418 1.07707 -0.27 -0.80 -0.35 -0.046
C 3.93258 -0.08461 1.29857 0.49 -0.30 0.20 -0.086
C 4.43212 -1.38154 1.13582 -0.27 -0.05 0.06 -0.096
C 3.55093 -2.42164 0.80632 0.00 0.02 0.30 -0.110
C 2.21027 -2.17271 0.55194 -0.19 1.08 -0.07 -0.057
H -0.13458 1.47358 1.37670 -0.13 -0.07 0.35 0.035
H -0.69232 2.21187 2.89199 -0.09 -0.25 -0.09 0.098
H -0.72665 0.43425 2.66015 0.00 0.05 0.03 0.087
H -4.25867 1.62178 2.53497 0.06 -0.10 0.09 0.094
H -3.03200 0.74974 3.50774 -0.09 0.02 -0.03 0.063
H -2.97645 2.50277 3.38103 -0.03 -0.22 -0.16 0.094
H -3.48451 3.06263 0.65897 0.15 0.04 0.07 0.100
H -2.05041 3.67662 1.53703 -0.15 -0.24 -0.21 0.097
H -1.88056 2.89013 -0.05375 -0.09 0.08 0.36 0.041
H -3.54354 -0.82183 2.21150 -0.23 0.49 -0.30 0.072
H -5.13605 -1.94386 0.67899 0.07 0.02 -0.07 0.099
H -4.89714 -1.59387 -1.76965 0.37 -0.11 0.31 0.112
H -0.70182 -1.74080 -2.85677 -0.02 0.20 -0.02 0.100
H -1.15756 -1.32384 -4.52251 -0.01 0.01 0.30 0.102
H -0.75168 -0.04860 -3.40063 0.00 -0.25 0.01 0.042
H -4.53885 -0.24038 -4.02626 0.16 0.13 -0.01 0.089
H -3.35576 1.04545 -3.74897 -0.07 -0.21 -0.12 0.072
H -3.09081 -0.13748 -5.05661 -0.19 0.07 0.20 0.097
H -4.27625 -2.47755 -3.45753 0.03 -0.04 0.05 0.072
H -2.83289 -2.64186 -4.43926 -0.10 0.08 0.17 0.091
H -2.78134 -3.11542 -2.74046 -0.05 0.03 -0.01 0.097
H -1.67936 1.63082 -3.12228 0.28 0.11 0.35 0.096
H -1.50887 2.88680 -1.89260 0.04 -0.26 -0.10 0.116
H 0.63098 1.72731 -3.62874 -0.15 0.09 0.43 0.124
H 0.66346 3.19722 -2.63970 -0.20 -0.56 0.03 0.096
H 3.72283 5.48227 0.29192 -0.09 -0.14 0.26 0.075
H 2.23362 5.50723 1.23624 0.16 -0.13 -0.16 0.091
H 3.35022 4.13982 1.42052 0.02 0.16 -0.08 0.096
H 0.19728 3.13701 -0.38762 0.09 0.10 0.25 0.048
H 1.01804 3.18794 1.19305 -0.01 0.04 -0.28 0.079
H 0.29878 4.64929 0.50705 0.23 -0.28 -0.05 0.099
H 1.47828 4.73025 -2.42604 0.11 0.21 0.21 0.066
H 1.27120 5.95171 -1.14995 0.21 -0.19 -0.08 0.095
H 2.88921 5.59303 -1.80735 -0.23 -0.06 -0.03 0.090
H 4.73078 4.22999 -0.76612 -0.20 -0.41 0.17 0.106
H 6.38609 2.54665 -1.39731 -0.09 0.16 -0.26 0.111
H 5.63389 0.57035 -2.61328 -0.26 0.00 0.30 0.107
H 4.45155 -1.75609 -1.90354 0.03 0.04 -0.12 0.081
H 4.02337 -2.36506 -3.51389 0.04 0.25 0.11 0.090
H 5.32150 -1.18824 -3.35879 -0.13 -0.13 0.16 0.075
H 2.70923 0.96094 -4.77330 0.09 -0.14 -0.01 0.081
H 4.43451 0.54784 -4.74603 -0.23 -0.05 -0.02 0.087
H 3.24732 -0.65885 -5.29467 0.01 0.15 0.21 0.093
H 1.14944 -0.33554 -3.14261 0.09 -0.18 -0.04 0.041
H 1.85508 -1.88102 -3.63243 0.06 0.25 0.19 0.101
H 1.83901 -1.39693 -1.91339 -0.01 0.02 -0.29 0.075
H -0.42957 -1.02679 0.30424 0.33 0.19 -0.07 0.109
H 2.16288 1.16991 1.31585 0.28 -0.29 -0.38 0.104
H 4.60023 0.70899 1.61213 0.02 -0.02 0.07 0.104
H 5.48280 -1.60360 1.34018 -0.36 0.13 -0.16 0.102
H 3.90422 -3.44318 0.76409 0.15 -0.03 0.01 0.097
H 1.47686 -2.95881 0.32180 0.55 0.27 -0.11 0.114
```
Positions in Å, forces in eV/Å.

Computed properties:
**LUMO**: -5.93 eV
**M**: 658.01 g/mol
**Kohn-Sham gap**: 2.550 eV
**Total charge**: +1
**Electronic energy**: -53709.4898 eV
**HOMO energy**: -0.3117 Eh